Arrangement one

{
  "formula": "C6H12N3O2",
  "method": "wB97M-V/def2-TZVPD",
  "species": ["C", "C", "O", "C", "O", "C", "C", "N", "N", "N", "C", "H", "H", "H", "H", "H", "H", "H", "H", "H", "H", "H", "H"],
  "xyz": [[-0.04300, 0.08710, -3.29104], [-1.07845, 0.79027, -2.39221], [-1.23022, 0.08194, -1.14151], [-0.19783, 0.17674, -0.26081], [0.63955, 1.23282, -0.33448], [-0.73991, -0.33392, 1.17093], [0.12372, -0.10358, 2.42055], [-0.39869, 0.47184, 3.45132], [1.36753, -0.60152, 2.29417], [1.66842, -0.97816, 1.05082], [0.41612, -1.03965, 0.29572], [-0.31199, -1.07002, -3.34001], [-0.11753, 0.46622, -4.36649], [0.90145, 0.27885, -2.84669], [-1.97195, 0.77825, -2.85998], [-1.01151, 1.82916, -2.26690], [0.24335, 2.10785, -0.67215], [-1.73209, -0.86750, 1.28743], [-1.34886, 0.64944, 3.60657], [0.27087, 0.59729, 4.28515], [2.02929, -0.72004, 3.14653], [2.31479, -1.82162, 0.96100], [0.20690, -2.01179, -0.19793]],
  "mulliken_charge": [-0.8976, -0.6106, -0.4005, 0.6438, -0.5440, -0.7839, 0.4498, -0.3463, -0.1437, -0.3303, -0.1066, 0.2294, 0.3804, 0.3035, 0.4215, 0.4141, 0.4089, 0.4144, 0.2353, 0.2483, 0.2876, 0.3488, 0.3778],
  "orbital_gap_ha": 0.34183,
  "smiles": "CCO[C@@]1(O)[C@@H]2C(=[NH2+])NN[C@@H]21",
  "total_charge": 1,
  "e_homo_ev": -12.3
}

Arrangement two

{
  "formula": "C6H12N3O2",
  "method": "wB97M-V/def2-TZVPD",
  "species": ["C", "C", "C", "C", "C", "C", "N", "N", "N", "O", "O", "H", "H", "H", "H", "H", "H", "H", "H", "H", "H", "H", "H"],
  "xyz": [[-1.55277, 2.78301, 0.42092], [-1.36466, 0.09763, -0.73152], [-1.60848, 0.84857, 1.88493], [0.02935, -1.47226, -1.80649], [1.35360, -1.35194, 0.89701], [1.91640, 0.42403, -0.70755], [-1.32743, 1.60993, 0.64980], [-0.23742, -0.52528, -0.69806], [0.87643, -0.14804, 0.11738], [-1.63974, 3.93165, 0.26461], [-2.44606, 0.05358, -1.12335], [-2.42841, 1.22570, 2.50950], [-1.97345, -0.03641, 1.55095], [-0.63893, 0.80242, 2.39908], [-0.79079, -2.20656, -1.81034], [-0.02503, -0.91999, -2.79651], [0.99089, -1.99230, -1.69648], [1.86163, -2.04696, 0.17351], [2.17978, -1.08086, 1.66184], [0.48246, -1.65413, 1.43255], [2.41700, -0.52103, -1.19018], [1.46727, 1.19252, -1.38460], [2.45836, 0.98671, -0.01698]],
  "mulliken_charge": [0.6199, 0.6606, -0.9240, -1.0451, -0.8229, -0.8805, -0.2201, 0.1682, -0.1289, -0.3379, -0.3203, 0.4318, 0.3607, 0.2914, 0.3994, 0.3259, 0.4016, 0.3896, 0.2753, 0.3350, 0.3457, 0.2974, 0.3773],
  "orbital_gap_ha": 0.34467,
  "total_charge": 1,
  "e_homo_ev": -14.0
}

Which of them is least stable? Easy: arrangement two.

Arrangement one

{
  "formula": "H3O3PS",
  "method": "wB97M-V/def2-TZVPD",
  "species": ["O", "P", "S", "O", "H", "O", "H", "H"],
  "xyz": [[-2.85305, -0.50408, 0.59279], [-1.82764, -1.11798, -0.17136], [-0.58907, 0.61385, -0.61962], [-1.47479, 1.65898, 0.27622], [-2.14986, 1.02104, 0.49254], [2.72659, -0.41523, -0.39294], [2.77889, -0.23493, 0.60890], [3.38893, -1.02165, -0.78652]],
  "mulliken_charge": [-0.4485, 0.3821, 0.0295, -0.4191, 0.4429, -0.6252, 0.3277, 0.3106],
  "orbital_gap_ha": 0.31171,
  "smiles": "O=PSO.O",
  "total_charge": 0,
  "e_homo_ev": -9.2
}

Arrangement two

{
  "formula": "H3O3PS",
  "method": "wB97M-V/def2-TZVPD",
  "species": ["O", "O", "O", "P", "S", "H", "H", "H"],
  "xyz": [[0.42151, -1.01693, -0.82130], [0.62974, 1.36638, 0.40679], [0.35761, -0.64723, 1.69143], [-0.22259, -0.00455, 0.31737], [-2.27270, 1.12790, -1.77639], [-0.26382, -1.64327, -1.17135], [0.31497, 2.13103, -0.20599], [1.03526, -1.31332, 1.55942]],
  "mulliken_charge": [-0.4536, -0.4099, -0.4979, 0.4549, -0.1500, 0.3614, 0.3688, 0.3263],
  "orbital_gap_ha": [0.25297, 0.25267],
  "total_charge": 0,
  "e_homo_ev": [-9.2, -9.4]
}

Which of them is least stable? Easy: arrangement two.

Arrangement one

{
  "formula": "C7H16NS",
  "method": "wB97M-V/def2-TZVPD",
  "species": ["C", "N", "C", "C", "S", "C", "C", "C", "C", "H", "H", "H", "H", "H", "H", "H", "H", "H", "H", "H", "H", "H", "H", "H", "H"],
  "xyz": [[1.29194, -0.66658, -1.64497], [1.77799, -0.71609, -0.23388], [1.21816, 0.24927, 0.65619], [1.81572, 0.02226, 2.07224], [1.25945, 1.96667, -0.07814], [-0.12329, 0.97833, 0.38876], [-1.47489, 0.23337, -0.56232], [-1.72612, -1.05422, 0.17491], [-2.46278, 1.29421, -0.62660], [2.02269, -1.12225, -2.32343], [0.34110, -1.14260, -1.89819], [1.27583, 0.43264, -1.91011], [2.82980, -0.71600, -0.03935], [1.54557, -1.61510, 0.20142], [2.85319, -0.15564, 2.09046], [1.54520, -0.87758, 2.52337], [1.55115, 0.82394, 2.82217], [-0.69337, 1.46193, 1.18407], [-1.15097, 0.02681, -1.61247], [-1.04640, -1.81581, -0.18434], [-2.64930, -1.56190, -0.23214], [-1.78612, -0.93718, 1.27989], [-2.05941, 2.21021, -1.21541], [-2.83659, 1.71730, 0.40779], [-3.31855, 0.96402, -1.23994]],
  "mulliken_charge": [-0.7580, 0.0073, 0.2076, -1.4869, -0.1052, -0.8543, 0.8058, -1.1282, -1.5011, 0.3944, 0.2234, 0.3705, 0.4307, 0.4271, 0.4735, 0.4704, 0.3599, 0.5659, 0.0787, 0.3209, 0.3833, 0.2818, 0.3277, 0.3130, 0.3918],
  "orbital_gap_ha": 0.34514,
  "smiles": "C[NH2+][C@@]1(C)S[C@H]1C(C)C",
  "total_charge": 1,
  "e_homo_ev": -12.7
}

Arrangement two

{
  "formula": "C7H16NS",
  "method": "wB97M-V/def2-TZVPD",
  "species": ["C", "C", "C", "C", "C", "C", "C", "N", "S", "H", "H", "H", "H", "H", "H", "H", "H", "H", "H", "H", "H", "H", "H", "H", "H"],
  "xyz": [[-2.37428, -1.46034, 0.55878], [-1.02333, -2.14097, 0.10181], [-1.05709, -0.68556, 0.66431], [3.28204, 0.74624, 0.22286], [-1.03604, 0.37901, -1.62663], [1.88440, 0.32718, -0.18839], [-1.09513, 0.52375, -0.20528], [0.81600, 1.12065, 0.46750], [-1.94435, 1.97536, 0.31225], [-3.00768, -1.34935, -0.30566], [-2.93293, -1.81547, 1.38630], [-0.61683, -2.84086, 0.74544], [-0.89813, -2.36415, -0.90135], [-0.87511, -0.42738, 1.63800], [3.26693, 1.80296, -0.08154], [3.32966, 0.67205, 1.35334], [4.03008, 0.01269, -0.12467], [-0.67871, -0.62705, -1.88396], [-0.43217, 1.23115, -2.03474], [-2.02512, 0.51640, -2.06980], [1.88914, -0.67846, 0.16929], [1.88486, 0.45792, -1.33054], [0.91663, 2.07851, 0.16915], [0.69620, 1.07677, 1.46871], [-1.99903, 1.46896, 1.49478]],
  "mulliken_charge": [-0.6341, -0.8891, -0.8503, -1.2174, -1.6392, -0.2877, 1.1091, -0.3941, 0.0169, 0.2382, 0.3472, 0.3404, 0.3031, 0.9130, 0.3436, 0.3102, 0.3672, 0.2818, 0.4547, 0.4261, 0.3019, 0.2515, 0.3827, 0.3293, 0.1950],
  "orbital_gap_ha": 0.36357,
  "total_charge": 1,
  "e_homo_ev": -13.8
}

Which of them is least stable? Easy: arrangement two.

Arrangement one

{
  "formula": "C11H16",
  "method": "wB97M-V/def2-TZVPD",
  "species": ["C", "C", "C", "C", "C", "C", "C", "C", "C", "C", "C", "H", "H", "H", "H", "H", "H", "H", "H", "H", "H", "H", "H", "H", "H", "H", "H"],
  "xyz": [[2.39647, -1.02555, 1.01225], [1.80015, -0.44856, -0.01834], [2.57732, 0.25950, -1.08444], [0.51326, -0.86667, -0.66714], [-0.45276, -1.67473, 0.26187], [-1.61493, -0.79432, 0.72849], [-1.81593, 0.23572, -0.32021], [-2.98275, 0.27287, -1.30923], [-0.77230, 1.30108, -0.17760], [-0.57296, 2.58901, 0.50719], [-0.37396, 0.27837, -0.96270], [3.39148, -0.61117, 1.41008], [1.79482, -1.38131, 1.87803], [2.00745, 1.06881, -1.25253], [2.68629, -0.32884, -1.97628], [3.57971, 0.55033, -0.78311], [0.81022, -1.43917, -1.49843], [0.09520, -2.23201, 1.06779], [-0.99868, -2.42799, -0.23323], [-2.43177, -1.41572, 1.03665], [-1.50898, -0.25333, 1.67852], [-2.71898, -0.25319, -2.27972], [-3.20861, 1.28566, -1.57551], [-3.84078, -0.24629, -0.87115], [-0.91076, 2.70342, 1.46118], [-0.94414, 3.42752, -0.14579], [0.46428, 2.80102, 0.63970]],
  "mulliken_charge": [-0.8602, 0.4506, -1.5900, 0.3933, -1.0367, -1.0450, 1.1157, -1.5071, 0.2561, -1.4492, -0.6476, 0.2680, 0.2579, 0.4809, 0.3200, 0.3825, 0.5799, 0.3789, 0.3324, 0.5380, 0.3044, 0.2459, 0.3669, 0.4071, 0.3839, 0.2996, 0.3736],
  "orbital_gap_ha": 0.34094,
  "smiles": "C=C(C)[C@H]1CC[C@@]2(C)C(C)=C12",
  "total_charge": 0,
  "e_homo_ev": -8.4
}

Arrangement two

{
  "formula": "C11H16",
  "method": "wB97M-V/def2-TZVPD",
  "species": ["C", "C", "C", "C", "C", "C", "C", "C", "C", "C", "C", "H", "H", "H", "H", "H", "H", "H", "H", "H", "H", "H", "H", "H", "H", "H", "H"],
  "xyz": [[-0.28902, 1.01842, -0.99551], [-0.94612, 0.88477, 0.37685], [-2.05009, 1.52631, 1.34623], [-0.36713, -0.33091, 0.79551], [0.67513, 0.10955, -1.32309], [0.64671, -0.86541, -0.12393], [-2.78350, 2.79951, 1.05043], [-0.74337, -0.99793, 2.12390], [1.77199, 0.13480, -2.35741], [0.23061, -2.16561, -0.76125], [2.09867, -0.79008, 0.45579], [-0.47822, 1.87934, -1.52935], [-3.61236, 2.45697, 0.57189], [-2.38903, 3.65146, 0.47642], [-3.15443, 3.31071, 2.02117], [-1.37755, -0.30783, 2.53151], [0.22420, -1.22207, 2.60090], [-1.25448, -1.95824, 1.81641], [1.24758, 0.28380, -3.36682], [2.31282, -0.85844, -2.46256], [2.51800, 0.94022, -2.06208], [-0.73119, -2.12198, -0.99843], [0.37074, -3.06196, -0.16566], [0.76678, -2.26144, -1.73402], [2.78852, -1.15360, -0.35643], [2.28342, -1.30648, 1.43452], [2.24130, 0.40611, 0.63501]],
  "mulliken_charge": [-0.9051, 0.8117, -0.3992, -0.6238, 0.0716, 2.3802, -1.1122, -1.5299, -1.3081, -2.0335, -1.2804, 0.5806, 0.3088, 0.3354, 0.2789, 0.5083, 0.2945, 0.2563, 0.3659, 0.3070, 0.2674, 0.6092, 0.4266, 0.3826, 0.3150, 0.3967, 0.2957],
  "orbital_gap_ha": [0.28134, 0.28140],
  "total_charge": 0,
  "e_homo_ev": [-7.8, -7.8]
}

Which of them is least stable? Easy: arrangement two.

Arrangement one

{
  "formula": "C3H4ClF",
  "method": "wB97M-V/def2-TZVPD",
  "species": ["F", "C", "C", "C", "Cl", "H", "H", "H", "H"],
  "xyz": [[-0.11405, 0.91776, 2.08144], [-0.54061, 0.20424, 1.01660], [0.12568, -1.05449, 0.73913], [0.50711, 0.12356, -0.14858], [-0.00201, -0.06480, -1.81995], [-1.64148, 0.21205, 0.96185], [-0.37667, -1.91761, 0.24445], [1.03024, -1.47026, 1.26518], [1.49538, 0.37770, 0.09185]],
  "mulliken_charge": [-0.2790, -0.0067, -0.5005, -0.1846, -0.1917, 0.3238, 0.2443, 0.2267, 0.3677],
  "orbital_gap_ha": 0.40921,
  "smiles": "F[C@@H]1C[C@H]1Cl",
  "total_charge": 0,
  "e_homo_ev": -10.0
}

Arrangement two

{
  "formula": "C3H4ClF",
  "method": "wB97M-V/def2-TZVPD",
  "species": ["F", "C", "C", "C", "Cl", "H", "H", "H", "H"],
  "xyz": [[1.33987, -1.25855, 0.10756], [0.47133, -0.46988, -0.48224], [0.28076, 0.92788, -0.02939], [-0.81501, -0.08220, 0.43582], [-2.20455, -0.59142, -0.08075], [0.23401, -0.88625, -1.40550], [0.00224, 1.99064, -0.59584], [1.25285, 1.06454, 0.61874], [-0.56151, -0.69477, 1.43160]],
  "mulliken_charge": [-0.2741, -0.0754, -0.4365, -0.0979, -0.1764, 0.3710, 0.2513, 0.2127, 0.2252],
  "orbital_gap_ha": 0.36745,
  "smiles": "F[C@@H]1C[C@H]1Cl",
  "total_charge": 0,
  "e_homo_ev": -8.9
}

Arrangement three

{
  "formula": "C3H4ClF",
  "method": "wB97M-V/def2-TZVPD",
  "species": ["F", "C", "C", "C", "Cl", "H", "H", "H", "H"],
  "xyz": [[0.83921, 1.40031, 1.61634], [0.70082, 0.19803, 1.00410], [1.39451, -0.23001, -0.23567], [-0.05070, 0.22505, -0.38919], [-1.39928, -0.78020, -1.00542], [0.55996, -0.64221, 1.70343], [1.32066, -1.41539, -0.19878], [2.30566, 0.26223, -0.65713], [-0.21919, 1.29749, -0.57784]],
  "mulliken_charge": [-0.2724, 0.0673, -0.4406, -0.2965, -0.1898, 0.3118, 0.2103, 0.2728, 0.3373],
  "orbital_gap_ha": 0.40880,
  "smiles": "F[C@@H]1C[C@H]1Cl",
  "total_charge": 0,
  "e_homo_ev": -10.0
}

Which of them is least stable? Easy: arrangement two.

Arrangement one

{
  "formula": "C6H8O3",
  "method": "wB97M-V/def2-TZVPD",
  "species": ["C", "C", "C", "C", "O", "C", "O", "C", "O", "H", "H", "H", "H", "H", "H", "H", "H"],
  "xyz": [[-0.30761, 0.04422, 1.90585], [0.22186, 0.53219, 0.51608], [-0.64854, 1.51896, -0.14978], [-1.28304, 0.99483, -1.17688], [-0.74909, -0.22053, -1.52592], [0.16389, -0.67217, -0.47713], [-0.20951, -1.84024, 0.15457], [1.59435, -0.83306, -1.24255], [2.45202, 0.00104, -1.36272], [-1.40666, -0.08408, 1.76199], [-0.01047, 0.87041, 2.59280], [0.33420, -0.78589, 2.06950], [1.18004, 0.97090, 0.75772], [-0.86624, 2.57888, 0.33144], [-1.98187, 1.24449, -1.93239], [-0.10987, -2.46744, -0.52548], [1.62654, -1.85250, -1.69708]],
  "mulliken_charge": [-1.3037, 0.0358, -0.5089, -0.3980, -0.4375, 0.7677, -0.4931, -0.0343, -0.4333, 0.3318, 0.3714, 0.3674, 0.4325, 0.2528, 0.4649, 0.3609, 0.2236],
  "orbital_gap_ha": 0.34629,
  "smiles": "C[C@@H]1C=CO[C@@]1(O)C=O",
  "total_charge": 0,
  "e_homo_ev": -8.7
}

Arrangement two

{
  "formula": "C6H8O3",
  "method": "wB97M-V/def2-TZVPD",
  "species": ["C", "C", "C", "O", "O", "C", "O", "C", "C", "H", "H", "H", "H", "H", "H", "H", "H"],
  "xyz": [[0.77657, -0.73183, 2.08844], [0.43311, 0.06615, 1.09178], [-1.02823, 1.00611, 0.42530], [-1.10484, 2.20040, 0.51570], [-2.08713, 0.16415, 0.56704], [0.98272, 0.41968, -0.17602], [1.96874, 1.32744, -0.19870], [0.13014, 0.36325, -1.28352], [-0.54408, -0.89415, -1.75481], [1.68375, -1.33546, 2.05856], [0.14756, -0.82751, 2.96922], [-1.78138, -0.74502, 0.69267], [2.23550, 1.54202, 0.71006], [0.34021, 1.10398, -2.04903], [-1.55576, -0.67275, -2.10180], [0.00514, -1.33901, -2.58967], [-0.60202, -1.64746, -0.96522]],
  "mulliken_charge": [-0.6349, -0.4055, 0.6644, -0.5871, -0.4747, 0.5730, -0.4654, -0.2063, -1.1473, 0.2676, 0.2956, 0.3688, 0.3824, 0.4244, 0.3002, 0.3425, 0.3023],
  "orbital_gap_ha": [0.29711, 0.29713],
  "smiles": "C=C(C(=O)O)/C(O)=C\\C",
  "total_charge": 0,
  "e_homo_ev": [-8.0, -8.0]
}

Which of them is least stable? Easy: arrangement two.